(1)
The following is a quantum chemistry calculation of a cluster of 14 separate species, C70H150F18N8O18S3 in total at a distorted geometry, from OMol25.

Atoms and positions in Å:
1 C -5.0083 -2.5418 6.7332
2 N -4.0132 -1.8015 5.8270
3 C -2.6227 -2.3255 6.1457
4 C -4.3415 -1.9576 4.3813
5 C -4.0910 -0.2959 6.2087
6 C -3.9102 0.1844 7.6415
7 O -4.8722 0.0176 8.6101
8 H -4.6287 -2.3453 7.7411
9 H -5.0171 -3.5896 6.5476
10 H -5.9306 -2.0534 6.5872
11 H -1.9724 -1.5609 5.7052
12 H -2.5436 -3.3047 5.7699
13 H -2.5159 -2.3067 7.2218
14 H -4.3375 -3.0168 4.0934
15 H -3.5682 -1.3732 3.8000
16 H -5.2941 -1.4835 4.2064
17 H -5.0496 0.0384 5.8204
18 H -3.3574 0.2047 5.6017
19 H -3.7183 1.2888 7.4490
20 H -2.9437 -0.1651 8.1151
21 H -5.3102 0.8265 8.7445
22 C 1.5395 0.3664 -0.1246
23 N 0.1994 0.0412 -0.7049
24 C 0.4323 -0.3658 -2.0941
25 C -0.3595 -1.1292 0.1177
26 C -0.8755 1.1092 -0.5621
27 C -0.3993 2.5650 -1.0909
28 O -0.6669 2.7551 -2.4354
29 H 1.9174 1.2972 -0.5663
30 H 2.2419 -0.5034 -0.2868
31 H 1.4020 0.5055 0.9370
32 H 1.2929 -1.0258 -2.1510
33 H 0.6900 0.6325 -2.5074
34 H -0.4233 -0.7317 -2.6204
35 H -1.4145 -1.4406 -0.1771
36 H -0.3385 -0.8022 1.1543
37 H 0.3705 -1.9735 0.0925
38 H -1.0963 1.2203 0.4877
39 H -1.5748 0.7498 -1.3053
40 H 0.6912 2.5947 -0.8930
41 H -0.8772 3.3818 -0.5512
42 H -0.9114 3.7180 -2.4776
43 C 3.1278 1.4094 -4.3091
44 N 2.5226 2.6583 -4.8974
45 C 2.9761 2.8372 -6.3173
46 C 1.0588 2.4371 -5.0061
47 C 2.6818 3.8319 -3.9224
48 C 4.1578 4.1028 -3.6146
49 O 4.7944 4.7454 -4.7112
50 H 4.0820 1.6714 -4.0206
51 H 3.1543 0.5847 -5.0639
52 H 2.5114 1.2295 -3.4854
53 H 2.3924 2.1765 -6.9381
54 H 4.0545 2.4868 -6.3287
55 H 2.9339 3.9286 -6.4725
56 H 0.9713 1.4792 -5.4784
57 H 0.6040 3.2153 -5.6884
58 H 0.4345 2.4417 -4.0571
59 H 2.0958 3.4488 -3.0280
60 H 2.2515 4.7523 -4.3442
61 H 4.6401 3.1500 -3.3984
62 H 4.1857 4.7232 -2.7063
63 H 5.6337 5.2113 -4.4509
64 C 4.3873 5.0878 6.1923
65 C 4.8003 3.6970 5.8024
66 C 3.6119 2.9770 5.1366
67 N 3.6572 1.4767 4.9799
68 C 4.8670 1.1345 4.2462
69 C 2.4068 0.9419 4.1906
70 C 2.2151 -0.4814 4.7881
71 C 2.9243 -0.5331 6.1225
72 C 3.6091 0.8370 6.2981
73 H 3.6462 5.1244 6.9926
74 H 4.0255 5.8223 5.4630
75 H 5.2659 5.5314 6.6706
76 H 4.9301 3.1225 6.7386
77 H 5.6588 3.5753 5.1723
78 H 3.4235 3.3387 4.1499
79 H 2.7505 3.1090 5.8066
80 H 5.7330 1.3431 4.8817
81 H 4.7986 1.4565 3.2075
82 H 4.7950 0.0215 4.0791
83 H 2.6334 0.9171 3.1689
84 H 1.5803 1.6423 4.3697
85 H 2.7660 -1.1097 4.0799
86 H 1.1747 -0.7180 4.7675
87 H 3.6425 -1.3688 6.0814
88 H 2.3001 -0.7882 6.9254
89 H 4.5956 0.6623 6.6248
90 H 2.9973 1.5482 6.8153
91 C -7.6713 -0.7731 -1.3754
92 C -6.3263 -1.1578 -0.6742
93 C -6.4620 -2.5376 0.0399
94 N -5.2339 -3.2925 0.2755
95 C -4.2715 -2.3874 0.9539
96 C -4.7075 -3.7917 -1.0906
97 C -4.1396 -5.1972 -0.8202
98 C -5.1480 -5.7674 0.1850
99 C -5.4962 -4.5594 1.0654
100 H -8.5377 -0.5509 -0.7250
101 H -7.8775 -1.5733 -2.0530
102 H -7.6053 0.1722 -1.9390
103 H -6.0171 -0.3885 0.0677
104 H -5.5220 -1.1871 -1.4799
105 H -7.1622 -3.1882 -0.5203
106 H -6.9275 -2.3490 0.9757
107 H -3.7951 -1.7188 0.2064
108 H -3.4116 -2.9106 1.4040
109 H -4.7604 -1.8067 1.7127
110 H -3.9271 -3.1671 -1.4226
111 H -5.4951 -3.8537 -1.7883
112 H -3.1684 -5.0841 -0.3637
113 H -3.9605 -5.7184 -1.7617
114 H -4.7304 -6.4852 0.7769
115 H -6.0069 -6.2353 -0.3511
116 H -4.8081 -4.6389 1.8923
117 H -6.5095 -4.6186 1.4120
118 C 3.6596 -3.1295 1.4586
119 C 4.8629 -2.2361 1.7766
120 C 6.0540 -2.4896 0.9351
121 N 7.1481 -1.4303 1.1527
122 C 6.6506 -0.1254 0.6768
123 C 8.3861 -1.8309 0.4089
124 C 9.5201 -1.1043 1.1507
125 C 8.9580 -0.7487 2.5301
126 C 7.6111 -1.4197 2.5486
127 H 3.8375 -4.1073 1.8436
128 H 3.4171 -3.0632 0.4086
129 H 2.8229 -2.8655 2.0867
130 H 4.9614 -2.4631 2.8193
131 H 4.5809 -1.1894 1.7565
132 H 5.8530 -2.4212 -0.0971
133 H 6.5889 -3.4207 0.9817
134 H 6.4688 -0.0954 -0.4058
135 H 7.3973 0.6674 0.9847
136 H 5.6709 0.1635 1.1075
137 H 8.2406 -1.5591 -0.6313
138 H 8.4393 -2.8669 0.5685
139 H 9.8121 -0.2126 0.6193
140 H 10.4779 -1.6124 1.2541
141 H 8.8655 0.3514 2.6490
142 H 9.5497 -1.0671 3.3982
143 H 6.9259 -0.9373 3.2059
144 H 7.8697 -2.4518 2.8598
145 C -2.1519 3.7069 -5.3454
146 C -3.4111 2.8510 -5.2250
147 C -4.7969 3.4371 -4.8963
148 N -4.9251 4.1895 -3.6401
149 C -4.2402 5.5272 -3.8223
150 C -4.5063 3.3841 -2.4232
151 C -5.5732 2.2743 -2.4054
152 C -6.8919 2.9348 -2.8034
153 C -6.4273 4.2377 -3.4558
154 H -1.4662 3.7171 -4.4504
155 H -2.2909 4.7116 -5.6459
156 H -1.4925 3.3837 -6.1539
157 H -3.0889 2.0774 -4.5534
158 H -3.7051 2.2663 -6.1007
159 H -5.4255 2.5896 -4.9123
160 H -5.0544 4.1709 -5.6670
161 H -3.1392 5.6309 -3.5822
162 H -4.8602 6.1486 -3.1400
163 H -4.5749 5.8352 -4.8088
164 H -4.4705 4.1350 -1.5967
165 H -3.5261 3.0117 -2.5037
166 H -5.7032 1.7846 -1.4372
167 H -5.2396 1.5661 -3.1212
168 H -7.6002 3.2891 -1.9337
169 H -7.5112 2.3442 -3.5507
170 H -6.7793 5.0539 -2.9132
171 H -6.8844 4.2450 -4.4613
172 C 0.2107 -5.9623 -1.6954
173 C -0.2796 -5.0072 -2.7735
174 C 0.6743 -5.0616 -3.9890
175 N 0.4606 -4.0851 -5.0541
176 C -0.6736 -4.4624 -5.9380
177 C 1.7574 -3.9916 -5.9065
178 C 1.4791 -2.7459 -6.7550
179 C 0.9906 -1.8046 -5.6316
180 C 0.3278 -2.6350 -4.5979
181 H -0.4331 -6.0395 -0.8520
182 H 1.1644 -5.5609 -1.2671
183 H 0.3923 -7.0179 -2.0213
184 H -0.3512 -4.0052 -2.4446
185 H -1.3585 -5.2513 -3.1046
186 H 0.6192 -6.0502 -4.4151
187 H 1.7528 -4.9290 -3.5857
188 H -1.0540 -3.5479 -6.3813
189 H -1.3751 -4.8996 -5.2032
190 H -0.4518 -5.2787 -6.6824
191 H 1.8458 -4.9513 -6.3419
192 H 2.6474 -3.7485 -5.2870
193 H 0.7334 -3.0052 -7.4952
194 H 2.3533 -2.4497 -7.2547
195 H 0.3513 -0.9903 -5.9915
196 H 1.8849 -1.3312 -5.1516
197 H -0.7401 -2.3962 -4.4948
198 H 0.9280 -2.5700 -3.6086
199 C 4.5741 2.6076 1.1576
200 O 3.7500 3.6332 1.7156
201 O 4.0800 1.4173 1.2412
202 C 5.0091 3.0281 -0.3099
203 F 3.8748 2.9203 -1.0652
204 F 5.4764 4.2297 -0.5384
205 F 5.9728 2.1903 -0.8081
206 C 2.4082 3.5949 1.1826
207 C 1.3592 3.9156 2.1884
208 H 1.4373 3.2038 3.0039
209 H 1.5243 4.8827 2.7136
210 H 0.3065 3.9264 1.8850
211 H 2.2053 2.6658 0.7077
212 H 2.3111 4.2931 0.3314
213 H 5.5440 2.7884 1.6989
214 C -2.0233 -5.0406 2.9621
215 O -2.8000 -5.1122 4.2070
216 O -2.8155 -5.0210 1.9057
217 C -1.1398 -3.7131 3.0251
218 F -0.5503 -3.5772 4.2682
219 F -0.1381 -3.7713 2.1307
220 F -1.7794 -2.5673 2.7067
221 C -2.9321 -6.3148 4.8581
222 C -3.6907 -6.0675 6.1537
223 H -3.7997 -6.9717 6.7336
224 H -3.1609 -5.3846 6.8030
225 H -4.7630 -5.7412 5.9635
226 H -1.8957 -6.7819 5.1049
227 H -3.4049 -7.0776 4.2871
228 H -1.2120 -5.8077 3.0253
229 C -1.5471 5.9812 -1.4599
230 O -0.3757 6.0835 -0.6808
231 O -1.6044 5.0084 -2.4048
232 C -2.6927 5.8618 -0.4532
233 F -2.5392 4.6084 0.1419
234 F -2.7647 6.7712 0.5114
235 F -3.8982 6.0094 -1.0616
236 C 0.5117 7.2420 -0.8481
237 C 1.6546 6.9680 -1.7518
238 H 2.2387 7.9117 -1.9156
239 H 2.4492 6.3556 -1.2668
240 H 1.4800 6.6969 -2.7423
241 H 0.9508 7.4615 0.1312
242 H -0.1325 8.0808 -1.0556
243 H -1.5556 6.9271 -1.9953
244 C 4.8011 -4.0535 -2.6453
245 F 3.8967 -5.0593 -2.8824
246 F 5.2430 -4.1899 -1.3250
247 F 5.8534 -4.4188 -3.4127
248 S 4.1970 -2.3111 -2.7269
249 O 3.6150 -2.1356 -4.0355
250 O 3.1673 -2.4319 -1.6570
251 O 5.3578 -1.5459 -2.3965
252 C -4.1624 -1.9739 -5.1134
253 F -3.4505 -2.7083 -5.9284
254 F -4.7416 -1.0022 -5.8942
255 F -5.1045 -2.8040 -4.6542
256 S -3.2020 -1.3304 -3.7663
257 O -2.1755 -0.5316 -4.3147
258 O -4.2007 -0.6329 -3.0098
259 O -2.7230 -2.5339 -3.1786
260 C -1.6927 2.6949 4.0337
261 F -0.5553 3.1747 4.4979
262 F -2.5863 2.7312 5.0452
263 F -2.0981 3.4015 2.9929
264 S -1.4774 0.9334 3.3674
265 O -0.1516 1.1014 2.7679
266 O -1.4890 0.0362 4.5070
267 O -2.5483 0.6885 2.4605

Properties
Frontier orbital gap   7.99 eV
2S+1   1
Net charge   +2

=====

(2)
The following is a quantum chemistry calculation of an isolated molecule of CH4N2OS at a distorted geometry, from OMol25.

Atoms and positions in Å:
1 O 1.4404 -1.1580 0.1232
2 N 1.8052 0.2608 -0.1842
3 C 0.7881 1.0477 -0.0349
4 N -0.5390 0.9194 0.1530
5 S -1.6771 -0.3872 -0.0806
6 H 2.1619 -1.5955 -0.2708
7 H 1.2816 2.1196 0.3554
8 H -1.1095 1.7335 -0.0327
9 H -0.6164 -1.3465 0.6803

Properties
Frontier orbital gap   8.61 eV
2S+1   1
Energy above the lowest of the compared OMol25 structures with the same formula, charge and spin   105.20 kcal per mole
SMILES string   O/N=C\NS

=====

(3)
The following is a quantum chemistry calculation of a cluster of 3 separate species, C22H31BrClF16N3O2PS2 in total at a distorted geometry, from OMol25.

Atoms and positions in Å:
1 C 2.9095 -3.7454 4.4333
2 C 3.2567 -3.3769 3.0981
3 C 3.3280 -2.9043 1.4952
4 C 1.8359 -2.2714 1.0794
5 C 1.7559 -0.8055 1.7957
6 N 0.5759 0.0438 1.4758
7 C 0.7000 1.4925 1.8072
8 C -0.1624 2.5416 0.9013
9 C -1.7838 2.5421 1.1756
10 Cl -2.5370 4.1273 0.4713
11 C -0.1548 -0.2791 0.2110
12 N 0.3694 -0.0273 -1.0504
13 S 1.9834 0.6727 -1.3245
14 N -1.5774 -0.8403 0.4120
15 P -1.7936 -1.4834 2.0667
16 S -2.4635 -0.1187 3.3428
17 C -1.9112 -1.9410 -0.5499
18 Br -1.1807 -3.7484 -0.1108
19 C -3.5773 -2.1009 -0.4874
20 C -4.3126 -0.6245 -0.2094
21 H 2.3108 -4.1535 5.3820
22 H 3.5886 -3.8794 0.8819
23 H 4.1430 -2.0734 1.3480
24 H 1.7677 -2.2729 -0.0879
25 H 1.0566 -2.9671 1.6197
26 H 2.7332 -0.2051 1.4716
27 H 1.8265 -0.9747 2.9565
28 H 1.8595 1.7669 1.8465
29 H 0.3251 1.6317 2.9320
30 H 0.2167 3.6328 1.2041
31 H -0.0095 2.4649 -0.2556
32 H -2.0060 2.5457 2.3254
33 H -2.3606 1.6715 0.5967
34 H -0.1577 -0.2180 -1.9548
35 H 1.6972 1.8639 -2.0341
36 H -2.7845 -2.5655 2.1463
37 H -0.5972 -2.0125 2.6729
38 H -1.6775 -1.7384 -1.6767
39 H -3.9004 -2.9020 0.3071
40 H -3.9518 -2.4216 -1.5653
41 H -5.4669 -0.6554 -0.4139
42 H -4.1987 -0.3278 0.9410
43 H -3.7792 0.2556 -0.8122
44 C -2.1585 -5.2154 -3.6081
45 C -2.2184 -3.9710 -4.5069
46 C -3.5223 -3.8007 -5.2769
47 F -3.7473 -4.8225 -6.1341
48 F -3.4867 -2.6709 -6.0347
49 F -1.1465 -3.9704 -5.3430
50 F -2.0548 -2.8784 -3.6958
51 O -1.4737 -6.3460 -4.1529
52 C -2.2651 -7.2031 -4.9739
53 C -1.7497 -7.2830 -6.4152
54 F -1.7648 -6.0654 -7.0168
55 F -2.5318 -8.0975 -7.1721
56 F -3.5635 -6.8247 -4.8992
57 F -2.2000 -8.4316 -4.3928
58 H -1.5619 -4.9360 -2.7307
59 H -3.1381 -5.4853 -3.1956
60 H -4.3774 -3.7168 -4.5995
61 H -0.7246 -7.6620 -6.4462
62 C 3.6046 7.9691 1.7812
63 C 4.3317 8.1591 3.1210
64 C 5.1070 6.9402 3.6061
65 F 4.3010 5.8774 3.8303
66 F 5.7235 7.2050 4.7899
67 F 3.4424 8.5843 4.0570
68 F 5.2177 9.1920 2.9570
69 O 2.2106 7.6628 1.8661
70 C 1.8967 6.2801 2.0226
71 C 1.1600 5.9854 3.3340
72 F 1.9107 6.3261 4.4133
73 F 0.8866 4.6594 3.4566
74 F 3.0237 5.5433 1.8747
75 F 1.1010 5.9618 0.9658
76 H 3.6365 8.9397 1.2704
77 H 4.1364 7.2889 1.1053
78 H 5.8804 6.6483 2.8893
79 H 0.2186 6.5388 3.3895

Properties
Frontier orbital gap   6.73 eV
2S+1   1
Net charge   +1

=====

(4)
The following is a quantum chemistry calculation of an isolated molecule of C3H3NS at a distorted geometry, from OMol25.

Atoms and positions in Å:
1 N -2.4038 1.1822 0.2555
2 C -1.4195 0.8184 -0.2409
3 C -0.3191 0.0141 -0.6164
4 C 1.0154 -0.3996 0.6214
5 S 1.3578 0.6143 -0.8144
6 H -0.3559 -0.6997 -1.3677
7 H 0.8345 0.0171 1.5416
8 H 1.2907 -1.5467 0.6210

Properties
Frontier orbital gap   10.18 eV
2S+1   1
Energy above the lowest of the compared OMol25 structures with the same formula, charge and spin   35.03 kcal per mole
SMILES string   N#C[C@@H]1CS1

=====

(5)
The following is a quantum chemistry calculation of the ion C11H14N with charge +1 at a distorted geometry, from OMol25.

Atoms and positions in Å:
1 C -0.2430 -1.7321 -2.2635
2 C 0.5499 -1.1542 -1.0813
3 C -0.2177 -1.6145 0.3942
4 C -0.4153 -0.3405 1.3454
5 C -0.8983 -0.4679 2.6944
6 C -0.9027 0.6977 3.3940
7 C -0.8865 1.8951 2.7420
8 C -0.5061 2.0816 1.4083
9 C -0.4818 0.9243 0.6360
10 C 0.1977 1.1636 -0.5595
11 N 0.6294 0.2175 -1.3242
12 C 1.5781 0.5845 -2.4440
13 H -0.5445 -2.7736 -2.1097
14 H -1.0942 -1.0693 -2.6463
15 H 0.2503 -1.8466 -3.1958
16 H 1.5340 -1.4657 -0.7199
17 H 0.6368 -2.1964 0.5513
18 H -1.1698 -2.2178 0.5334
19 H -1.0300 -1.3522 3.1915
20 H -1.0673 0.8138 4.3913
21 H -0.9030 2.8330 3.3371
22 H -0.3619 3.0136 0.8814
23 H 0.1357 2.0974 -0.9435
24 H 1.1662 0.0254 -3.3641
25 H 1.4632 1.5838 -2.6198
26 H 2.5810 0.2995 -2.2289

Properties
Frontier orbital gap   8.36 eV
2S+1   1
Energy above the lowest of the compared OMol25 structures with the same formula, charge and spin   69.27 kcal per mole
SMILES string   C[C@@H]1Cc2ccccc2C=[N+]1C
Net charge   +1

=====

Repeat the fifth record exactly.
The following is a quantum chemistry calculation of the ion C11H14N with charge +1 at a distorted geometry, from OMol25.

Atoms and positions in Å:
1 C -0.2430 -1.7321 -2.2635
2 C 0.5499 -1.1542 -1.0813
3 C -0.2177 -1.6145 0.3942
4 C -0.4153 -0.3405 1.3454
5 C -0.8983 -0.4679 2.6944
6 C -0.9027 0.6977 3.3940
7 C -0.8865 1.8951 2.7420
8 C -0.5061 2.0816 1.4083
9 C -0.4818 0.9243 0.6360
10 C 0.1977 1.1636 -0.5595
11 N 0.6294 0.2175 -1.3242
12 C 1.5781 0.5845 -2.4440
13 H -0.5445 -2.7736 -2.1097
14 H -1.0942 -1.0693 -2.6463
15 H 0.2503 -1.8466 -3.1958
16 H 1.5340 -1.4657 -0.7199
17 H 0.6368 -2.1964 0.5513
18 H -1.1698 -2.2178 0.5334
19 H -1.0300 -1.3522 3.1915
20 H -1.0673 0.8138 4.3913
21 H -0.9030 2.8330 3.3371
22 H -0.3619 3.0136 0.8814
23 H 0.1357 2.0974 -0.9435
24 H 1.1662 0.0254 -3.3641
25 H 1.4632 1.5838 -2.6198
26 H 2.5810 0.2995 -2.2289

Properties
Frontier orbital gap   8.36 eV
2S+1   1
Energy above the lowest of the compared OMol25 structures with the same formula, charge and spin   69.27 kcal per mole
SMILES string   C[C@@H]1Cc2ccccc2C=[N+]1C
Net charge   +1